[1]
The following is a DFT calculation (wB97M-V/def2-TZVPD) of a cluster of 3 separate species, H6O3 in total.

Summary:
Energy above the lowest of the compared OMol25 structures with the same formula, charge and spin: 12.3 kcal per mole
SMILES string: O.O.O
Frontier orbital gap: 0.441 Ha

Geometry as XYZ:
```
9
Properties=species:S:1:pos:R:3:lowdin_charge:R:1
O 18.99217 -11.09488 -23.59760 -0.055
H 19.15436 -10.16025 -23.46961 0.028
H 19.85906 -11.49781 -23.54868 0.029
O 14.44518 -13.22301 -19.14860 -0.053
H 14.03593 -12.53685 -18.62141 0.028
H 14.43715 -12.87693 -20.04101 0.019
O 14.57737 -11.84387 -23.06333 -0.053
H 15.53323 -11.80144 -23.03573 0.026
H 14.37062 -12.00111 -23.98461 0.031
```

[2]
The following is a DFT calculation (wB97M-V/def2-TZVPD) of the molecule C4H10N2O2 in a non-equilibrium geometry.

Summary:
Energy above the lowest of the compared OMol25 structures with the same formula, charge and spin: 91.8 kcal per mole
Frontier orbital gap: 0.328 Ha

Geometry as XYZ:
```
18
Properties=species:S:1:pos:R:3:lowdin_charge:R:1
C 0.54203 -2.18730 -1.00518 -0.097
N 0.48656 -0.87615 -0.36181 -0.067
C -0.76924 -0.57744 0.57717 -0.488
O -0.65145 -0.84484 1.80045 -0.117
H 1.30270 -0.75690 0.23502 0.123
H -1.64094 -0.95229 0.00357 0.130
H -0.31298 -2.29904 -1.67365 0.076
H 0.52591 -2.99957 -0.27083 0.086
H 1.45070 -2.27008 -1.60506 0.078
N -0.15295 1.77383 1.39261 0.037
C 0.14727 1.12997 -0.87519 -0.126
C -0.77334 1.12055 0.25730 -0.271
O 1.29320 1.74536 -0.71937 0.061
H 1.26634 2.00828 0.25319 0.117
H -0.68896 2.56016 1.73522 0.092
H -0.07499 1.06760 2.13492 0.083
H -0.15763 0.94358 -1.89539 0.144
H -1.79224 1.41431 0.01701 0.139
```

[3]
The following is a DFT calculation (wB97M-V/def2-TZVPD) of a cluster of 12 separate species, C47H77N6O11S5 in total in a non-equilibrium geometry.

Summary:
Charge: -1
Frontier orbital gap: 0.258 Ha

Geometry as XYZ:
```
146
Properties=species:S:1:pos:R:3:lowdin_charge:R:1
C 1.28316 0.21292 -1.58478 -0.056
C -0.09179 0.51088 -0.88333 -0.558
C -0.18329 0.00703 0.55046 -0.047
O -0.58513 1.84340 -0.92092 -0.346
H 1.37122 0.61982 -2.59214 0.043
H 1.48876 -0.85674 -1.62531 0.048
H 2.02465 0.62850 -0.90244 0.071
H -0.68392 -0.15619 -1.50982 0.083
H 0.36462 0.58036 1.29824 0.063
H 0.15598 -1.02508 0.63846 0.054
H -1.20976 0.01192 0.91712 0.059
C 4.96997 -3.56041 -2.47246 -0.182
C 5.62895 -4.75623 -1.75330 -0.223
C 4.80896 -5.12885 -0.50621 -0.212
S 4.31989 -3.48925 0.14619 0.699
O 5.44331 -2.80026 0.80767 -0.332
O 3.01384 -3.51708 0.79216 -0.345
C 4.15709 -2.61845 -1.44477 -0.174
H 4.30961 -3.78988 -3.30875 0.099
H 5.75324 -3.04760 -3.03068 0.101
H 6.60013 -4.45679 -1.35929 0.110
H 5.76790 -5.63453 -2.38367 0.112
H 5.14290 -5.78623 0.29655 0.110
H 3.86641 -5.53170 -0.87689 0.091
H 4.60921 -1.63156 -1.34603 0.100
H 3.08641 -2.68673 -1.63735 0.076
C -0.16821 -0.61430 -5.06342 -0.222
C -1.38893 0.22551 -4.72289 -0.193
C -2.57369 -0.80671 -4.73793 -0.196
S -1.91788 -2.43055 -4.34269 0.668
O -1.99067 -3.23747 -5.53506 -0.333
O -2.51917 -2.92364 -3.10053 -0.342
C -0.20859 -1.91808 -4.18655 -0.209
H 0.79916 -0.11210 -5.07241 0.102
H -0.35749 -0.92869 -6.08979 0.110
H -1.51853 0.99056 -5.48839 0.115
H -1.20544 0.67897 -3.74883 0.096
H -3.18606 -0.88879 -5.63591 0.108
H -3.27383 -0.56282 -3.93892 0.068
H 0.46870 -2.71661 -4.48941 0.103
H 0.00901 -1.69161 -3.14278 0.067
C 2.10189 -1.75365 3.45683 -0.206
C 2.20826 -2.78635 4.59362 -0.203
C 2.77066 -2.06482 5.87615 -0.199
S 3.09999 -0.27217 5.50040 0.727
O 4.41060 -0.08714 4.82168 -0.351
O 2.57041 0.59250 6.55825 -0.360
C 1.86466 -0.36242 4.16175 -0.208
H 1.28740 -2.01926 2.78292 0.078
H 3.04576 -1.89385 2.92999 0.097
H 2.93394 -3.52706 4.25770 0.107
H 1.20773 -3.15329 4.82251 0.105
H 3.66628 -2.54207 6.27390 0.091
H 2.03274 -2.03247 6.67773 0.088
H 1.97439 0.45071 3.44420 0.090
H 0.85874 -0.34969 4.58136 0.102
C -0.93448 -4.22846 -0.00810 -0.221
C -0.27768 -5.54237 -0.55307 -0.173
C 0.27831 -6.38567 0.63861 -0.183
S -0.19647 -5.39807 2.14138 0.718
O 0.95185 -5.33734 3.03849 -0.350
O -1.53602 -5.83862 2.61692 -0.343
C -0.35941 -3.81207 1.32208 -0.258
H -2.01137 -4.32352 0.13103 0.098
H -0.80169 -3.45857 -0.76820 0.100
H 0.50405 -5.40515 -1.30018 0.099
H -1.04444 -6.11275 -1.07733 0.108
H 1.35914 -6.48761 0.54110 0.085
H -0.12424 -7.34280 0.97022 0.090
H 0.63376 -3.39683 1.15096 0.063
H -0.79004 -3.02322 1.93882 0.104
C -2.72929 1.75837 3.91154 -0.216
C -3.38252 1.11107 2.72499 -0.238
C -4.86049 1.43477 2.66177 -0.189
S -5.24719 2.35343 4.27330 0.690
O -5.46106 1.47614 5.38721 -0.322
O -6.14250 3.47269 4.00342 -0.357
C -3.54740 2.97359 4.34289 -0.222
H -1.76607 2.13566 3.56810 0.100
H -2.56915 1.12397 4.78331 0.119
H -3.37508 0.02542 2.82196 0.106
H -2.93855 1.36382 1.76213 0.094
H -5.56956 0.66045 2.36895 0.094
H -5.06996 2.16798 1.88291 0.086
H -3.45803 3.38978 5.34633 0.107
H -3.45526 3.80770 3.64728 0.083
N 1.13722 3.24338 1.34335 0.011
C 0.61314 3.94394 2.46451 -0.104
C 1.71286 4.40534 3.20461 -0.107
C 2.89822 3.93889 2.53393 -0.105
C 2.48110 3.26114 1.35634 -0.151
H 0.58998 2.87673 0.57772 0.081
H -0.46014 4.06293 2.48236 0.077
H 1.65843 5.05585 4.06500 0.080
H 3.91133 4.14334 2.84731 0.075
H 3.01277 2.74666 0.56955 0.097
N 4.16869 2.76133 -3.00796 0.021
C 4.40456 1.45847 -3.19188 -0.142
C 5.82362 1.24745 -3.16912 -0.137
C 6.43043 2.43777 -2.86956 -0.122
C 5.36108 3.38357 -2.65950 -0.096
H 3.24303 3.13581 -3.15970 0.072
H 3.54234 0.86066 -3.44798 0.087
H 6.34385 0.31566 -3.33504 0.075
H 7.47055 2.72686 -2.83847 0.085
H 5.34999 4.44912 -2.48375 0.093
N 0.97754 3.46447 -2.96604 0.042
C 1.74188 4.59318 -2.72197 -0.149
C 2.19352 5.11148 -3.93855 -0.113
C 1.79021 4.19082 -4.90184 -0.117
C 1.07108 3.17966 -4.26083 -0.158
H 0.41249 2.96264 -2.29598 0.097
H 1.89066 4.94922 -1.71326 0.107
H 2.81956 5.98181 -4.06896 0.097
H 1.90679 4.24056 -5.97438 0.089
H 0.54697 2.30770 -4.62330 0.091
N -1.56570 4.37135 0.07792 0.037
C -2.58783 4.52176 0.95957 -0.178
C -2.61168 5.80551 1.44782 -0.139
C -1.60194 6.52054 0.82839 -0.113
C -0.95500 5.63496 -0.05941 -0.091
H -1.41038 3.47083 -0.35224 0.075
H -3.13971 3.68136 1.35398 0.090
H -3.25389 6.20631 2.21809 0.094
H -1.34838 7.55863 0.98484 0.087
H -0.24916 5.69714 -0.87448 0.082
N -6.01113 -2.79027 1.60598 -0.012
C -5.31633 -3.50946 2.54939 -0.113
C -3.94853 -3.33120 2.25929 -0.081
C -3.87309 -2.53415 1.06944 -0.120
C -5.14786 -2.15418 0.74890 -0.142
H -7.01521 -2.68786 1.64379 0.143
H -5.89773 -4.11340 3.23030 0.101
H -3.09685 -3.77372 2.75450 0.067
H -3.09850 -2.18070 0.40500 0.083
H -5.61057 -1.49830 0.02632 0.094
N -3.45981 1.66353 -1.48008 0.048
C -4.12739 0.46864 -1.65132 -0.149
C -5.46125 0.75397 -1.93640 -0.149
C -5.61714 2.11596 -1.99187 -0.125
C -4.36459 2.67619 -1.68875 -0.129
H -2.45945 1.70986 -1.34884 0.076
H -3.51201 -0.41859 -1.62818 0.097
H -6.15984 -0.06143 -2.05260 0.086
H -6.53016 2.67735 -2.12468 0.088
H -4.10531 3.71731 -1.81225 0.102
```

[4]
The following is a DFT calculation (wB97M-V/def2-TZVPD) of a cluster of 2 separate species, C6H14N2O2 in total in a non-equilibrium geometry.

Summary:
Energy above the lowest of the compared OMol25 structures with the same formula, charge and spin: 26.3 kcal per mole
SMILES string: CNC(C)=O.CNC(C)=O
Frontier orbital gap: 0.364 Ha

Geometry as XYZ:
```
24
Properties=species:S:1:pos:R:3:lowdin_charge:R:1
C -1.47147 -1.23394 -2.60684 -0.006
C -1.68526 -1.09390 1.14831 -0.082
C -1.42222 -0.65428 -1.20220 -0.556
O -1.32809 0.54583 -1.02028 0.049
N -1.70177 -1.57282 -0.22406 0.009
H -2.39578 -1.67506 -2.92959 0.075
H -2.30125 -2.34106 -0.45985 0.131
H -2.50055 -0.37949 1.32305 0.092
H -1.20163 -0.41665 -3.28828 0.085
H -0.57623 -1.84814 -2.76876 0.084
H -1.77208 -1.89023 1.88545 0.085
H -0.76048 -0.57812 1.39329 0.053
C 1.32212 2.81704 1.27630 -0.102
C 1.88420 -0.72894 0.20042 0.002
C 2.15219 0.69259 0.63253 -0.551
O 3.24579 1.07602 0.97376 0.056
N 1.02873 1.47808 0.80157 0.010
H 0.04918 1.32375 0.62915 0.090
H 1.49086 2.91095 2.35457 0.084
H 1.31142 -0.75412 -0.73721 0.069
H 2.05835 3.27881 0.61480 0.088
H 0.42419 3.45303 1.20414 0.081
H 2.87248 -1.09902 -0.07744 0.086
H 1.27728 -1.31032 0.87715 0.068
```

[5]
The following is a DFT calculation (wB97M-V/def2-TZVPD) of the molecule C2H4N2OS in a non-equilibrium geometry.

Summary:
Energy above the lowest of the compared OMol25 structures with the same formula, charge and spin: 83.4 kcal per mole
SMILES string: N/N=C/OC=S
Frontier orbital gap: 0.336 Ha

Geometry as XYZ:
```
10
Properties=species:S:1:pos:R:3:lowdin_charge:R:1
C 0.44063 -0.38638 -0.45918 -0.203
C -1.18531 1.13254 -1.18113 -0.713
H 0.89997 -0.28523 2.55139 0.157
H 1.55992 -1.32646 1.38216 0.077
H 0.91829 -1.31656 -0.89682 0.161
H -1.52945 0.60462 -0.26775 0.070
N 0.63568 -0.99156 1.69887 -0.032
N 0.20804 -0.11523 0.76585 -0.082
O 0.02744 0.52200 -1.43538 -0.115
S -1.97523 2.16226 -2.15800 0.680
```

[6]
The following is a DFT calculation (wB97M-V/def2-TZVPD) of a cluster of 2 separate species, C6H8BrF in total in a non-equilibrium geometry.

Summary:
Energy above the lowest of the compared OMol25 structures with the same formula, charge and spin: 89.6 kcal per mole
Frontier orbital gap: 0.267 Ha

Geometry as XYZ:
```
16
Properties=species:S:1:pos:R:3:lowdin_charge:R:1
C -0.81674 0.45407 0.05196 -0.267
C 0.33980 0.31376 -0.20812 0.055
C -2.98238 1.22170 -1.08005 -0.115
C 2.60765 -1.58874 0.99696 -0.113
C -2.28660 0.57925 0.10992 -0.310
C 2.80967 -0.50209 0.05794 -0.634
F 3.09570 -0.67946 -1.22656 0.010
Br 4.10779 0.89329 0.67144 0.701
H -3.95727 1.04790 -1.16729 0.009
H -2.40396 0.82667 -1.96565 0.096
H -2.82780 2.32620 -1.04983 0.088
H 1.56660 -1.49666 1.25124 0.074
H 3.20972 -1.51058 1.88047 0.074
H 2.68574 -2.51884 0.46601 0.099
H -2.44837 1.14446 1.04119 0.099
H -2.69956 -0.51092 0.17037 0.135
```

Repeat the second record exactly.
The following is a DFT calculation (wB97M-V/def2-TZVPD) of the molecule C4H10N2O2 in a non-equilibrium geometry.

Summary:
Energy above the lowest of the compared OMol25 structures with the same formula, charge and spin: 91.8 kcal per mole
Frontier orbital gap: 0.328 Ha

Geometry as XYZ:
```
18
Properties=species:S:1:pos:R:3:lowdin_charge:R:1
C 0.54203 -2.18730 -1.00518 -0.097
N 0.48656 -0.87615 -0.36181 -0.067
C -0.76924 -0.57744 0.57717 -0.488
O -0.65145 -0.84484 1.80045 -0.117
H 1.30270 -0.75690 0.23502 0.123
H -1.64094 -0.95229 0.00357 0.130
H -0.31298 -2.29904 -1.67365 0.076
H 0.52591 -2.99957 -0.27083 0.086
H 1.45070 -2.27008 -1.60506 0.078
N -0.15295 1.77383 1.39261 0.037
C 0.14727 1.12997 -0.87519 -0.126
C -0.77334 1.12055 0.25730 -0.271
O 1.29320 1.74536 -0.71937 0.061
H 1.26634 2.00828 0.25319 0.117
H -0.68896 2.56016 1.73522 0.092
H -0.07499 1.06760 2.13492 0.083
H -0.15763 0.94358 -1.89539 0.144
H -1.79224 1.41431 0.01701 0.139
```

Q: Among the records above, which one has the highest frontier orbital gap?
A: H6O3